This record from OMol25 describes a molecular structure, C23H43CsO6SSi2 at a distorted geometry. The level of theory is ωB97M-V/def2-TZVPD.

Its HOMO energy is -2.243 eV. The calculation puts the calculated total energy at -63982.3397 eV. The value obtained for the energy relative to the best compared isomer or geometry (same formula, charge and spin) is 0.00 kJ/mol. The HOMO-LUMO gap is 6.30 eV. The charge is -2.

Last column: Mulliken charge in e.
Cartesian coordinates (Å):
Cs -0.05028 1.15946 1.86262  1.35
S 0.40949 2.10285 -1.94886  -0.73
Si -0.07079 0.25326 -2.64078  -0.35
Si -0.23644 -2.73551 3.67821  0.36
O -0.74955 -1.70045 2.61104  -0.74
O 0.71320 -0.24016 -4.05161  -0.07
O 0.30137 1.58150 4.34451  -0.80
O 0.08927 3.64644 2.62795  -0.85
O -1.64995 -0.02610 -3.10768  -0.10
O 0.21731 -0.90563 -1.49336  0.19
C -1.78053 1.68366 -4.85850  -1.46
C 0.56279 5.78355 3.49640  -0.71
C -2.39036 0.43694 -4.21746  1.92
C -2.44015 -0.69798 -5.24286  -1.62
C 0.73896 6.60283 4.57366  -0.23
C -0.31708 -2.96967 -2.68693  -1.41
C 1.55653 -2.45738 4.25765  -0.94
C -0.22663 -2.25386 -1.33749  1.93
C 2.33728 -1.20109 -5.44963  -1.74
C 0.31901 4.36244 3.63348  0.16
C -3.79149 0.75308 -3.70138  -1.84
C 0.51651 4.74925 6.07057  -0.35
C 0.24652 2.42355 5.23492  0.85
C 0.70633 6.09808 5.89460  -0.78
C 2.99247 -0.33656 -3.19565  -1.32
C 0.81784 -2.93576 -0.46403  -1.52
C 2.32216 1.26420 -5.00719  -1.72
C -1.21005 -2.74971 5.32043  -0.97
C -1.57875 -2.25228 -0.62141  -1.37
C -0.28760 -4.54790 3.08617  -1.06
C 2.07946 -0.11813 -4.40345  1.65
C 0.34959 3.85760 4.99389  0.46
C 0.07773 1.92368 6.66693  -1.25
H 3.36123 -1.13596 -5.83224  0.39
H -2.00649 -3.25970 -0.61494  0.36
H -2.97106 -0.38609 -6.14821  0.47
H 0.51109 4.35693 7.08174  0.25
H -4.45378 1.04365 -4.52313  0.40
H 0.97818 2.12400 7.25229  0.34
H -2.94647 -1.56815 -4.81652  0.33
H -0.76507 2.40946 7.16245  0.37
H -1.17016 -1.74817 5.76547  0.09
H 2.87630 0.48286 -2.48191  0.27
H 2.18454 -2.19008 -5.01039  0.36
H 0.66143 -2.97895 -3.17552  0.14
H -0.11594 -5.26817 3.89570  0.39
H -1.62567 2.46089 -4.10825  0.29
H 0.90836 7.66430 4.41698  0.33
H 0.83979 -2.47141 0.52359  0.22
H 1.78526 1.36433 -5.95496  0.35
H -0.80569 1.45259 -5.29467  0.13
H -0.79996 -3.46229 6.04650  0.29
H -1.26721 -4.75771 2.64136  0.28
H 1.87361 -3.17820 5.02125  0.30
H -3.73815 1.56991 -2.97907  0.40
H -0.64670 -4.00142 -2.53780  0.57
H -4.20742 -0.12391 -3.20089  0.36
H -2.26570 -2.99542 5.15800  0.28
H 0.58305 6.16590 2.48209  0.38
H -1.41860 -0.98294 -5.50359  0.14
H -1.02164 -2.46325 -3.34934  0.09
H 2.72757 -1.26513 -2.68565  0.13
H 3.39087 1.41985 -5.18775  0.47
H 4.03613 -0.38876 -3.52040  0.54
H 0.57529 -3.99551 -0.33822  0.40
H 2.25973 -2.51708 3.41942  0.26
H 1.80318 -2.85251 -0.93367  0.32
H -1.44741 -1.92718 0.41491  0.29
H 1.96163 2.02345 -4.30974  0.25
H 1.63653 -1.45060 4.68460  0.20
H -2.44666 2.05203 -5.64449  0.52
H -0.08754 0.84938 6.62704  0.13
H -2.26547 -1.57846 -1.13883  0.09
H 0.46617 -4.72138 2.30980  0.23
H 0.83958 6.75645 6.74412  0.34
H 1.63908 -1.08175 -6.28189  0.32